A molecular structure, C22H22ClO2OsPTe. Source: the Open Molecules 2025 dataset; level of theory: ωB97M-V/def2-TZVPD.

Geometry (Å):
1 Os -0.601 0.700 0.541
2 O 1.193 0.570 -0.016
3 C 1.418 -0.588 0.694
4 O 0.732 -1.545 0.409
5 C 2.206 -0.428 1.946
6 C 3.546 -0.733 2.070
7 C 4.157 -0.581 3.311
8 C 3.431 -0.135 4.403
9 C 2.083 0.178 4.270
10 C 1.465 0.046 3.034
11 P -0.322 0.381 2.874
12 C -0.723 1.878 3.744
13 C -2.020 2.095 4.222
14 C -2.336 3.306 4.815
15 C -1.375 4.305 4.912
16 C -0.093 4.102 4.416
17 C 0.237 2.891 3.831
18 C -1.188 -1.003 3.612
19 C -1.329 -2.184 2.886
20 C -1.889 -3.303 3.477
21 C -2.299 -3.249 4.802
22 C -2.130 -2.085 5.540
23 C -1.571 -0.960 4.955
24 H 4.109 -1.092 1.219
25 H 5.207 -0.816 3.422
26 H 3.914 -0.026 5.364
27 H 1.522 0.531 5.127
28 H -2.776 1.327 4.132
29 H -3.333 3.472 5.199
30 H -1.627 5.249 5.377
31 H 0.651 4.882 4.496
32 H 1.243 2.732 3.459
33 H -0.941 -2.241 1.875
34 H -1.986 -4.224 2.918
35 H -2.734 -4.123 5.267
36 H -2.428 -2.052 6.579
37 H -1.429 -0.066 5.545
38 Cl -2.655 2.436 1.101
39 C -1.030 2.633 0.405
40 H -0.394 3.310 0.970
41 H -1.063 2.943 -0.643
42 C -3.089 0.292 -2.214
43 Te -2.833 -0.525 -0.275
44 C -2.215 -2.464 -0.864
45 H -2.385 -0.161 -2.907
46 H -2.937 1.365 -2.142
47 H -4.114 0.075 -2.503
48 H -3.083 -2.955 -1.301
49 H -1.895 -2.989 0.032
50 H -1.408 -2.390 -1.586

Results
Calculated total energy (Eh): -2161.6372
Total charge: +2
Energy above the lowest of the compared OMol25 structures with the same formula, charge and spin (eV): 0.510
Orbital gap (eV): 6.999

---

2 unconnected molecules or ions with the total composition C22H22F3Si at a distorted geometry. Source: the Open Molecules 2025 dataset; level of theory: ωB97M-V/def2-TZVPD.

Geometry (Å):
1 F 4.313 0.306 0.406
2 C 4.101 -0.280 1.627
3 F 4.866 -1.404 1.677
4 F 4.599 0.573 2.582
5 C 2.649 -0.562 1.859
6 C 2.247 -1.785 2.389
7 C 0.898 -1.983 2.638
8 C -0.044 -0.994 2.354
9 C -1.461 -1.211 2.844
10 C -2.619 -0.989 1.895
11 C -3.856 -1.533 2.282
12 C -5.023 -1.127 1.646
13 C -4.955 -0.200 0.599
14 C -3.713 0.244 0.128
15 C -2.541 -0.203 0.742
16 C 0.383 0.224 1.813
17 C 1.734 0.431 1.531
18 H 2.970 -2.564 2.611
19 H 0.553 -2.914 3.091
20 H -1.541 -2.243 3.230
21 H -3.876 -2.259 3.097
22 H -5.983 -1.531 1.976
23 H -5.875 0.170 0.145
24 H -3.649 0.942 -0.708
25 H -1.569 0.058 0.329
26 H -0.330 1.033 1.648
27 H 2.058 1.353 1.053
28 C -2.809 -0.105 6.830
29 Si -2.045 0.913 5.463
30 C -0.375 1.652 5.850
31 H -1.595 -0.532 3.703
32 C -3.233 2.215 4.864
33 C -3.620 3.255 5.740
34 C -4.518 4.238 5.299
35 C -5.037 4.194 4.003
36 C -4.657 3.163 3.137
37 C -3.755 2.181 3.557
38 H -3.744 -0.570 6.483
39 H -2.125 -0.903 7.154
40 H -3.039 0.532 7.695
41 H 0.046 2.138 4.956
42 H -0.474 2.405 6.644
43 H 0.328 0.875 6.186
44 H -3.215 3.287 6.755
45 H -4.808 5.038 5.982
46 H -5.739 4.967 3.672
47 H -5.066 3.128 2.131
48 H -3.449 1.378 2.885

Results
Calculated total energy (Eh): -1440.3651
Total charge: +1
Energy above the lowest of the compared OMol25 structures with the same formula, charge and spin (eV): 0.000
Orbital gap (eV): 6.413

---

A molecular structure, C22H22F6N15O8S3Se2Sr at a distorted geometry. Source: the Open Molecules 2025 dataset; level of theory: ωB97M-V/def2-TZVPD.

Geometry (Å):
1 Sr -0.019 0.053 -1.006
2 F 1.746 -2.753 -4.216
3 C 2.511 -2.761 -3.156
4 F 2.645 -4.018 -2.750
5 F 3.710 -2.292 -3.473
6 S 2.049 -1.833 -1.518
7 O 0.688 -2.248 -1.068
8 O 3.179 -2.319 -0.802
9 N 2.134 -0.112 -1.934
10 S 1.091 0.054 -3.412
11 O 0.185 1.190 -3.200
12 O 1.831 -0.080 -4.612
13 C -0.542 -1.374 -3.428
14 F -0.947 -0.969 -4.646
15 F -1.586 -0.985 -2.607
16 F -0.541 -2.676 -3.456
17 Se -3.045 3.745 -0.262
18 Se -1.397 2.110 0.305
19 C -0.613 3.036 1.746
20 C -1.265 2.949 2.977
21 C -0.596 3.442 4.082
22 C 0.659 4.003 3.913
23 C 1.193 4.071 2.640
24 N 0.577 3.595 1.557
25 C -3.699 2.646 -1.696
26 C -3.267 2.864 -3.003
27 C -3.451 1.844 -3.922
28 C -4.064 0.671 -3.513
29 C -4.511 0.575 -2.203
30 N -4.328 1.546 -1.310
31 H -2.238 2.485 3.046
32 H -1.037 3.368 5.068
33 H 1.222 4.369 4.762
34 H 2.172 4.503 2.471
35 H -2.779 3.792 -3.264
36 H -3.091 1.953 -4.939
37 H -4.186 -0.161 -4.195
38 H -4.997 -0.316 -1.825
39 N -1.515 -1.257 2.648
40 C -2.304 -1.522 1.534
41 N -3.202 -2.494 1.515
42 N -3.810 -2.339 0.320
43 N -3.295 -1.338 -0.317
44 N -2.314 -0.776 0.438
45 C -0.309 -0.603 2.593
46 N 0.474 -0.445 3.649
47 N 1.520 0.272 3.183
48 N 1.369 0.528 1.932
49 N 0.188 -0.004 1.513
50 H -1.643 -1.875 3.431
51 C 5.953 -6.766 -3.978
52 C 5.539 -5.644 -3.035
53 S 4.778 -6.328 -1.578
54 O 5.637 -7.366 -1.060
55 O 3.407 -6.664 -1.884
56 C 4.796 -4.983 -0.426
57 C 4.079 -5.404 0.866
58 N 3.375 -4.294 1.492
59 C 2.061 -3.984 1.320
60 N 1.699 -2.890 1.976
61 C 2.829 -2.451 2.593
62 C 3.870 -3.284 2.295
63 N 5.234 -3.147 2.645
64 O 6.045 -3.899 2.106
65 O 5.529 -2.287 3.450
66 C 1.127 -4.830 0.522
67 H 6.487 -6.354 -4.833
68 H 5.079 -7.310 -4.335
69 H 6.600 -7.472 -3.461
70 H 4.804 -4.974 -3.478
71 H 6.399 -5.075 -2.678
72 H 4.281 -4.146 -0.885
73 H 5.837 -4.732 -0.230
74 H 4.805 -5.805 1.565
75 H 3.341 -6.174 0.653
76 H 2.842 -1.571 3.217
77 H 0.842 -5.722 1.086
78 H 1.562 -5.156 -0.423
79 H 0.227 -4.255 0.330

Results
Calculated total energy (Eh): -8902.0313
Total charge: -1
Energy above the lowest of the compared OMol25 structures with the same formula, charge and spin (eV): 6.840
Orbital gap (eV): 5.438

---

A molecular structure, C22H22MoN4O4. Source: the Open Molecules 2025 dataset; level of theory: ωB97M-V/def2-TZVPD.

Geometry (Å):
1 Mo -0.030 -0.726 0.066
2 C 3.787 -0.778 -1.697
3 C 2.643 0.030 -1.189
4 O 1.582 -0.759 -0.827
5 C 2.624 1.372 -1.127
6 C 1.587 2.359 -0.785
7 C 1.694 3.671 -1.496
8 N 0.623 2.255 0.067
9 N 0.571 1.034 0.712
10 C 0.386 0.764 2.007
11 O 0.257 -0.556 2.065
12 C 0.276 1.594 3.156
13 C 0.081 0.974 4.404
14 C -0.039 1.753 5.532
15 C 0.030 3.141 5.426
16 C 0.220 3.761 4.193
17 C 0.345 2.996 3.053
18 H 3.526 -1.247 -2.647
19 H 4.032 -1.567 -0.985
20 H 4.665 -0.156 -1.848
21 H 3.531 1.832 -1.502
22 H 2.653 4.135 -1.254
23 H 0.889 4.338 -1.202
24 H 1.680 3.526 -2.577
25 H 0.029 -0.103 4.468
26 H -0.188 1.290 6.498
27 H -0.067 3.749 6.316
28 H 0.268 4.839 4.131
29 H 0.483 3.468 2.092
30 N -0.815 0.109 -1.868
31 C -2.223 0.558 -1.757
32 C -2.846 -0.088 -0.538
33 O -3.982 -0.349 -0.367
34 O -1.864 -0.435 0.371
35 H -0.216 0.899 -2.102
36 H -0.715 -0.566 -2.624
37 H -2.804 0.316 -2.644
38 H -2.255 1.638 -1.608
39 C 0.000 -2.757 0.770
40 C -0.740 -3.072 -0.434
41 C -0.067 -3.153 -1.674
42 C -0.773 -3.360 -2.849
43 C -2.158 -3.494 -2.792
44 C -2.847 -3.443 -1.565
45 C -2.151 -3.223 -0.406
46 C -2.901 -3.674 -4.006
47 N -3.511 -3.785 -4.973
48 H 1.062 -2.997 0.789
49 H -0.493 -2.841 1.731
50 H 1.015 -3.100 -1.696
51 H -0.259 -3.447 -3.797
52 H -3.921 -3.571 -1.552
53 H -2.673 -3.156 0.540

Results
Calculated total energy (Eh): -1439.1430
Total charge: +2
Energy above the lowest of the compared OMol25 structures with the same formula, charge and spin (eV): 0.000
Orbital gap (eV): 6.538